## 1
A cluster of 12 separate species, C15H54N18O15 in total, computed with ωB97M-V/def2-TZVPD.

The geometry in XYZ format:
```
102
Properties=species:S:1:pos:R:3
N -0.1573 -5.2909 0.6404
C 0.8341 -4.6115 1.4072
N 1.7563 -5.4195 1.9912
O 0.8853 -3.3824 1.4677
H -0.9171 -4.6856 0.3542
H -0.3563 -6.2577 0.8521
H 1.6614 -6.4212 2.0014
H 2.4724 -5.0218 2.5722
N 2.2528 1.7780 -2.5480
C 1.7871 2.9276 -3.1935
N 0.6940 2.5456 -4.0638
O 2.2075 4.0493 -3.0819
H 2.7809 1.7422 -1.6833
H 1.8537 0.8718 -2.7629
H 0.0590 1.7506 -4.0923
H 0.2680 3.2655 -4.6324
N 2.7191 -2.8295 -3.5958
C 1.8791 -1.8739 -3.1270
N 0.7931 -1.6198 -3.9131
O 2.0747 -1.2247 -2.0510
H 2.4922 -3.2520 -4.4747
H 3.4253 -3.2839 -3.0260
H 0.5472 -2.2683 -4.6404
H 0.0780 -0.9210 -3.7043
N -6.1339 1.0903 0.6312
C -4.9087 0.6486 0.2343
N -3.8546 1.4045 0.7412
O -4.7146 -0.3868 -0.4591
H -6.1874 1.8600 1.2769
H -7.0038 0.6092 0.5163
H -2.9019 1.2190 0.4448
H -3.8995 2.3124 1.2017
N -1.8815 4.7510 -2.7380
C -1.7935 4.0435 -1.5082
N -1.2039 4.8050 -0.4857
O -2.2153 2.9484 -1.3558
H -1.4663 5.6423 -2.9661
H -2.2453 4.2666 -3.5420
H -1.1149 4.3452 0.4042
H -0.6204 5.6044 -0.6777
N -3.3897 0.6005 -4.3291
C -2.2959 0.2906 -3.4586
N -2.5926 -0.1818 -2.2333
O -1.1087 0.4012 -3.8941
H -3.2401 0.7795 -5.3152
H -4.3020 0.3210 -4.0043
H -1.9040 -0.2831 -1.5039
H -3.5099 -0.1238 -1.7792
N -1.4974 2.4776 2.3651
C -2.1373 3.7265 2.6297
N -1.2335 4.6028 3.3180
O -3.2806 4.0598 2.2682
H -2.0139 1.7190 1.9515
H -0.8701 2.0819 3.0518
H -0.2886 4.3174 3.5221
H -1.6367 5.4345 3.7337
N 3.3350 -2.9468 0.1152
C 4.1653 -3.8552 -0.5321
N 4.9444 -4.6320 0.4003
O 4.2896 -4.0058 -1.7409
H 2.7691 -2.5274 -0.6170
H 3.0786 -2.9799 1.0881
H 4.8149 -4.7167 1.3966
H 5.2632 -5.5133 0.0373
N -0.0917 0.8247 -0.5762
C -0.3157 -0.1335 0.3336
N 0.4854 -1.2371 0.2299
O -1.2361 0.0076 1.2091
H 0.6526 0.6953 -1.2386
H -0.5397 1.7277 -0.6932
H 1.1325 -1.3262 -0.5425
H 0.3281 -2.0455 0.8270
O -2.1323 -2.4182 2.1983
C -3.3957 -2.7515 1.6385
C -4.6583 -2.2102 2.3396
O -4.4372 -0.8725 2.9064
H -1.9192 -1.5101 1.9176
H -3.4572 -2.3735 0.6177
H -3.4600 -3.8363 1.7403
H -4.8780 -2.7863 3.2385
H -5.4016 -2.3989 1.5553
H -4.2799 -0.1199 2.3126
O 6.1224 0.7920 0.2360
C 5.1293 -0.0175 -0.4206
C 3.7983 0.2425 0.1424
O 3.3467 1.5549 -0.2002
H 5.9723 1.7034 -0.0483
H 5.1783 0.1634 -1.4978
H 5.5993 -0.9865 -0.2510
H 3.9549 0.2409 1.2105
H 3.0650 -0.4351 -0.2983
H 3.8961 2.2788 0.1295
O 2.5995 2.4252 3.2099
C 1.6190 1.3866 2.8389
C 1.0835 0.7026 4.0246
O 0.3276 1.6204 4.8241
H 3.2886 2.3680 2.5429
H 0.7940 1.8642 2.3314
H 2.0976 0.6333 2.2165
H 1.9294 0.3522 4.6204
H 0.4253 -0.1368 3.8226
H 0.0727 1.2356 5.6686
```

Frontier orbital gap (eV): 8.7
Charge: 0
2S+1: 1

These are the Löwdin partial charges, in e, on atoms 1 to 6: number 1, N, carries 0.160; number 2, C, carries -0.578; number 3, N, carries 0.164; number 4, O, carries -0.015; number 5, H, carries 0.099; number 6, H, carries 0.089

---

## 2
A cluster of 12 separate species, C15H54N18O15 in total, computed with ωB97M-V/def2-TZVPD.

The geometry in XYZ format:
```
102
Properties=species:S:1:pos:R:3
N 0.6115 -3.3465 -0.0424
C -0.7144 -3.3825 0.2450
N -0.8668 -3.0977 1.6208
O -1.6408 -3.6169 -0.5649
H 1.2418 -3.1435 0.7173
H 1.0483 -3.7153 -0.8402
H -0.1376 -2.4819 1.8502
H -1.7496 -2.8266 2.0018
N 2.0668 2.3895 4.6777
C 0.8249 2.3110 4.1746
N -0.1496 2.8730 4.9782
O 0.5289 1.7484 3.1243
H 2.1527 3.1624 5.3695
H 2.7580 2.3920 3.9545
H 0.0086 2.6126 5.9499
H -1.0567 2.7018 4.5999
N 1.2528 -2.3756 3.9786
C 2.5225 -2.0223 3.8505
N 2.7801 -0.7859 4.0980
O 3.3556 -2.8113 3.4064
H 1.0256 -3.2513 3.5594
H 0.5493 -1.7399 4.3379
H 3.7364 -0.4431 4.0716
H 2.0056 -0.1940 4.3270
N -3.6032 1.0695 0.4329
C -4.7551 0.8889 1.1811
N -5.6410 0.1283 0.6362
O -4.9786 1.5823 2.1618
H -2.8305 1.6379 0.7747
H -3.2757 0.2180 0.0069
H -6.4680 -0.0760 1.1680
H -5.4364 -0.2175 -0.2936
N -0.8717 -2.4311 -3.8201
C 0.4564 -2.6530 -3.4434
N 1.2684 -1.6684 -3.8669
O 0.8397 -3.5972 -2.7719
H -1.0238 -1.4413 -3.9425
H -1.4270 -2.9681 -3.1818
H 2.1214 -1.5793 -3.3068
H 0.8610 -0.7101 -3.8991
N 4.5172 -1.7638 1.1872
C 4.3442 -0.3722 1.1807
N 4.2004 0.0083 -0.1565
O 4.1426 0.4037 2.0938
H 4.0671 -2.2465 1.9859
H 4.3885 -2.2819 0.3278
H 4.6311 -0.6139 -0.8484
H 4.3233 0.9793 -0.4821
N 4.3559 0.8783 -5.5703
C 4.2845 -0.1464 -4.7208
N 4.5791 -1.2947 -5.3826
O 3.8279 -0.1502 -3.5805
H 4.3561 1.7760 -5.1371
H 4.7097 0.9021 -6.4781
H 4.0230 -2.0982 -5.1106
H 4.6167 -1.1405 -6.3625
N -2.4983 1.4675 -2.7789
C -2.1034 0.8476 -3.8910
N -3.1547 0.3097 -4.5995
O -0.9168 0.5826 -4.1111
H -3.4570 1.3254 -2.4246
H -1.7133 1.8009 -2.1980
H -3.9210 0.9050 -4.8771
H -2.8101 -0.0084 -5.5380
N 0.9262 0.7369 -1.4847
C 0.3846 0.8880 -0.2406
N 1.3152 0.5653 0.7520
O -0.7464 1.2525 -0.1374
H 0.2660 0.6675 -2.2582
H 1.8461 0.3784 -1.5743
H 1.0899 0.8830 1.7053
H 2.2951 0.4230 0.5977
O -3.7592 -3.2161 -3.5452
C -4.0842 -3.2003 -2.1530
C -3.7873 -1.8695 -1.6208
O -4.3927 -0.7580 -2.3125
H -3.4523 -4.1072 -3.7148
H -5.1822 -3.3093 -2.1240
H -3.4859 -3.8337 -1.4478
H -2.7146 -1.7421 -1.6469
H -4.0815 -1.8303 -0.5708
H -4.1790 -0.8809 -3.2539
O 1.6865 4.2618 1.1211
C 1.6752 4.9915 -0.0523
C 2.9375 4.8442 -0.8202
O 3.1019 3.4945 -1.3792
H 1.3994 3.3401 1.0086
H 0.8464 4.7846 -0.7542
H 1.6791 6.0171 0.2670
H 3.7966 4.9595 -0.1325
H 3.0222 5.4742 -1.6497
H 2.2629 3.1617 -1.7096
O -2.9514 1.8885 4.1699
C -3.4545 0.6655 4.7176
C -2.1569 -0.1192 5.0020
O -1.5911 -0.7533 3.8449
H -3.6499 2.2469 3.5740
H -3.9700 0.8639 5.6600
H -4.0633 0.0869 4.0199
H -2.3594 -0.9702 5.6596
H -1.3593 0.5363 5.4031
H -1.2915 -0.0309 3.2709
```

Frontier orbital gap (eV): 9.9
Charge: 0
2S+1: 1

These are the Löwdin partial charges, in e, on atoms 1 to 6: number 1, N, carries 0.178; number 2, C, carries -0.557; number 3, N, carries 0.152; number 4, O, carries -0.006; number 5, H, carries 0.093; number 6, H, carries 0.052

---

Stability check: which of them is least stable? 1.

---

## 1
A structure of composition C23H18BClCoN7O4S2, computed with ωB97M-V/def2-TZVPD.

The geometry in XYZ format:
```
57
Properties=species:S:1:pos:R:3
Co -0.0678 -0.4786 -0.1459
C 0.4380 -3.4349 -3.1551
C 0.1569 -2.1236 -2.7806
N 0.2604 -1.9889 -1.4576
N 0.5864 -3.2018 -0.9684
C 0.7019 -4.0830 -1.9662
B 0.6339 -3.4263 0.5609
N 1.6458 -2.4390 1.1145
C 2.8514 -2.6213 1.6628
C 3.4243 -1.3819 1.8667
C 2.4825 -0.4717 1.3892
N 1.4126 -1.1270 0.9491
N -0.7541 -3.0242 1.0633
C -1.6827 -3.7762 1.6646
C -2.8821 -3.1005 1.6346
C -2.5957 -1.9075 0.9758
N -1.3068 -1.8610 0.6447
H 0.4408 -3.8481 -4.1474
H -0.1006 -1.2926 -3.4085
H 0.9591 -5.1073 -1.7583
H 0.9031 -4.5598 0.8303
H 3.2078 -3.6149 1.8739
H 4.3844 -1.1612 2.2969
H 2.5175 0.6023 1.3387
H -1.4277 -4.7501 2.0465
H -3.8313 -3.4188 2.0254
H -3.2547 -1.1034 0.7147
Cl 0.9670 2.4436 -6.6123
C 0.9891 1.8598 -4.9751
C 2.2267 1.5745 -4.3623
C 2.2904 1.1143 -3.0774
C 1.1081 0.9005 -2.3204
O 1.2080 0.5178 -1.1009
C -0.1302 1.1866 -2.9609
C -1.3488 0.8929 -2.2949
O -1.4694 0.3572 -1.1834
C -0.1704 1.6755 -4.2859
H 3.1358 1.7271 -4.9292
H 3.2379 0.8988 -2.6031
H -2.2805 1.1818 -2.7974
H -1.1259 1.8936 -4.7471
O -2.9456 1.0364 1.2785
S -1.7771 1.0365 2.1161
O -1.6744 0.0445 3.1478
N -0.3783 1.0465 1.1854
C 0.2587 2.2510 1.2955
S 1.6114 2.8233 0.5386
C -0.4212 3.1651 2.2671
C -0.0293 4.4405 2.6470
C -0.8327 5.1371 3.5364
C -2.0064 4.5783 4.0416
C -2.3943 3.3000 3.6713
C -1.5698 2.6299 2.7887
H 0.8824 4.8621 2.2481
H -0.5463 6.1348 3.8420
H -2.6208 5.1466 4.7271
H -3.2972 2.8445 4.0543
```

Frontier orbital gap (eV): 7.1
Charge: 0
2S+1: 1

These are the natural (NBO) partial charges, in e, on atoms 1 to 6: number 1, Co, carries 1.237; number 2, C, carries -0.347; number 3, C, carries -0.014; number 4, N, carries -0.277; number 5, N, carries -0.297; number 6, C, carries 0.018

---

## 2
A structure of composition C23H18BClCoN7O4S2, computed with ωB97M-V/def2-TZVPD.

The geometry in XYZ format:
```
57
Properties=species:S:1:pos:R:3
Co 0.7789 0.7609 0.4403
C -3.0176 1.9006 1.5235
C -1.9234 1.9631 0.6649
N -0.9082 1.2839 1.1937
N -1.3128 0.7856 2.3672
C -2.5834 1.1350 2.5899
B -0.3404 -0.0697 3.1847
N 0.1004 -1.2575 2.3231
C -0.0272 -2.5729 2.5059
C 0.5387 -3.2222 1.4237
C 0.9971 -2.1991 0.6005
N 0.7316 -1.0209 1.1614
N 0.9390 0.7836 3.3535
C 1.6421 1.1559 4.4293
C 2.7255 1.9029 4.0053
C 2.6067 1.9370 2.6143
N 1.5265 1.2642 2.2420
H -3.9945 2.3244 1.3780
H -1.8102 2.4439 -0.2900
H -3.0910 0.8225 3.4862
H -0.8163 -0.4138 4.2258
H -0.5201 -2.9622 3.3800
H 0.5951 -4.2812 1.2490
H 1.4989 -2.2476 -0.3499
H 1.3209 0.8749 5.4179
H 3.4910 2.3559 4.6095
H 3.2343 2.4127 1.8805
Cl 5.3823 3.0169 -4.7230
C 4.5351 2.4035 -3.3317
C 5.2243 1.6010 -2.4002
C 4.5793 1.0658 -1.3206
C 3.2017 1.3255 -1.0895
O 2.6103 0.7742 -0.0920
C 2.5549 2.2112 -1.9890
C 1.2096 2.5865 -1.7445
O 0.5720 2.3852 -0.6999
C 3.2233 2.7037 -3.1321
H 6.2797 1.4132 -2.5486
H 5.1009 0.4361 -0.6125
H 0.6759 3.0843 -2.5654
H 2.6937 3.3405 -3.8304
O -3.2257 -3.1948 1.0591
S -3.4492 -1.9873 0.3184
O -4.5253 -1.1293 0.7220
N -2.0400 -1.1230 0.2345
C -1.6198 -1.0241 -0.9811
S -0.1951 -0.2141 -1.4870
C -2.4642 -1.7095 -2.0131
C -2.2776 -1.7979 -3.3816
C -3.2109 -2.5093 -4.1253
C -4.3052 -3.1137 -3.5130
C -4.4920 -3.0223 -2.1387
C -3.5515 -2.3177 -1.4178
H -1.4244 -1.3254 -3.8501
H -3.0855 -2.5937 -5.1967
H -5.0193 -3.6626 -4.1125
H -5.3390 -3.4827 -1.6481
```

Frontier orbital gap (eV): 7.7
Charge: 0
2S+1: 1

These are the natural (NBO) partial charges, in e, on atoms 1 to 6: number 1, Co, carries 1.140; number 2, C, carries -0.324; number 3, C, carries -0.003; number 4, N, carries -0.288; number 5, N, carries -0.300; number 6, C, carries 0.024

---

Stability check: which of them is least stable? 1.

---

## 1
The ion C5H5N2O4 with charge -1, computed with ωB97M-V/def2-TZVPD.

The geometry in XYZ format:
```
16
Properties=species:S:1:pos:R:3
O -2.6531 -0.9129 0.5029
C -1.4224 -1.0005 0.4094
O -0.5633 -1.7343 0.8998
C -0.8302 0.2796 -0.6698
O -1.9589 0.8174 -1.3005
N 0.0782 -0.4536 -1.4672
C 1.2097 -0.7896 -0.9426
C 1.6164 -0.2820 0.3356
C 0.9324 0.9906 0.6819
N -0.2490 1.2811 0.1828
O -0.8342 2.2962 0.5301
H -2.6169 0.3728 -0.6986
H 1.8959 -1.4517 -1.3444
H 1.3926 -0.9861 1.2095
H 2.7341 -0.1007 0.3152
H 1.2686 1.6737 1.3560
```

Frontier orbital gap (eV): 8.0
Charge: -1
2S+1: 1

These are the natural (NBO) partial charges, in e, on atoms 1 to 6: number 1, O, carries -0.727; number 2, C, carries 0.790; number 3, O, carries -0.733; number 4, C, carries 0.317; number 5, O, carries -0.712; number 6, N, carries -0.400

---

## 2
The ion C5H5N2O4 with charge -1, computed with ωB97M-V/def2-TZVPD.

The geometry in XYZ format:
```
16
Properties=species:S:1:pos:R:3
O 1.7657 -0.4153 -4.2149
C 0.9560 -0.0883 -3.3010
O -0.2502 -0.2362 -3.2759
C 1.6403 0.6331 -2.1230
O 2.7612 1.3561 -2.5045
C 1.1994 0.5392 -0.8328
N 0.0622 -0.3737 -0.6617
C 0.3632 -1.0713 0.5750
N 1.2882 -0.2088 1.2638
C 1.8519 0.7669 0.4503
O 2.7962 1.4940 0.7239
H 3.0578 0.9373 -3.3724
H -0.1036 -0.9257 -1.5817
H 0.8821 -2.0539 0.3748
H -0.5118 -1.1615 1.1254
H 1.6178 -0.3505 2.3029
```

Frontier orbital gap (eV): 7.4
Charge: -1
2S+1: 1

These are the natural (NBO) partial charges, in e, on atoms 1 to 6: number 1, O, carries -0.778; number 2, C, carries 0.700; number 3, O, carries -0.721; number 4, C, carries 0.236; number 5, O, carries -0.696; number 6, C, carries -0.085

---

Stability check: which of them is least stable? 1.

---

## 1
A cluster of 2 separate species, C3H11NOS in total, computed with ωB97M-V/def2-TZVPD.

The geometry in XYZ format:
```
17
Properties=species:S:1:pos:R:3
C -2.0775 1.0063 -0.0616
S -1.2756 1.1205 1.5369
C -0.1498 2.4806 1.3063
H -2.5501 1.8966 -0.3312
H -1.3538 0.8405 -0.8386
H -2.7627 0.1900 -0.0697
H 0.7739 2.1924 0.8904
H 0.1857 3.0317 2.2151
H -0.5166 3.2980 0.6430
N 0.9469 -2.0659 -2.3902
C 1.5339 -1.3970 -1.2489
O 2.0427 -2.3371 -0.3522
H 0.4006 -2.8337 -2.0679
H 1.6593 -2.3916 -3.0371
H 0.6716 -0.8581 -0.7484
H 2.2265 -0.6534 -1.7157
H 2.8647 -2.0214 0.0432
```

Frontier orbital gap (eV): 9.3
Charge: 0
2S+1: 1

These are the natural (NBO) partial charges, in e, on atoms 1 to 6: number 1, C, carries -0.736; number 2, S, carries 0.201; number 3, C, carries -0.777; number 4, H, carries 0.209; number 5, H, carries 0.210; number 6, H, carries 0.233

---

## 2
A cluster of 2 separate species, C3H11NOS in total, computed with ωB97M-V/def2-TZVPD.

The geometry in XYZ format:
```
17
Properties=species:S:1:pos:R:3
N 0.3790 -1.6126 2.6688
C 0.1154 -0.0975 2.3176
C -0.2287 -0.1004 0.9138
C -0.3843 1.3707 0.2783
S -1.2140 1.1750 -1.2639
H -0.4879 -2.1327 2.6057
H 0.6393 -1.5851 3.7050
H 1.1075 0.4329 2.4824
H -0.5529 0.4615 2.9606
H -1.2599 -0.4042 0.7257
H 0.5334 -0.7056 0.3077
H -0.9368 2.0752 0.8765
H 0.5890 1.8569 0.1283
H -2.4614 1.4520 -0.8192
O 2.3703 -1.5614 -3.3053
H 1.5767 -2.0259 -3.7450
H 2.0476 -1.4818 -2.3031
```

Frontier orbital gap (eV): 9.8
Charge: 0
2S+1: 1

These are the natural (NBO) partial charges, in e, on atoms 1 to 6: number 1, N, carries -0.834; number 2, C, carries -0.234; number 3, C, carries -0.415; number 4, C, carries -0.546; number 5, S, carries -0.023; number 6, H, carries 0.350

---

Stability check: which of them is least stable? 2.

---

## 1
The molecule C2H3BrO, computed with ωB97M-V/def2-TZVPD.

The geometry in XYZ format:
```
7
Properties=species:S:1:pos:R:3
O -0.2173 -1.2696 1.4727
C -0.0492 -0.2165 0.9572
C -0.1728 0.0365 -0.7846
Br 1.3259 1.0978 -1.1647
H 0.3616 0.6909 1.5213
H -0.1839 -0.9658 -1.1769
H -1.0642 0.6267 -0.8249
```

Frontier orbital gap (eV): 10.4
Charge: 0
2S+1: 1

These are the natural (NBO) partial charges, in e, on atoms 1 to 6: number 1, O, carries -0.499; number 2, C, carries 0.450; number 3, C, carries -0.576; number 4, Br, carries 0.046; number 5, H, carries 0.117; number 6, H, carries 0.237

---

## 2
A structure of composition C2H3BrO, computed with ωB97M-V/def2-TZVPD.

The geometry in XYZ format:
```
7
Properties=species:S:1:pos:R:3
C -0.7926 0.7499 -0.0457
C 0.8865 -0.3880 0.0026
O -0.9144 1.9030 -0.0961
Br -2.1110 -0.7371 0.0092
H 0.8585 -0.6405 1.0842
H 1.5399 0.2556 -0.3436
H 0.5330 -1.1429 -0.6105
```

Frontier orbital gap (eV): 9.7
Charge: 0
2S+1: 1

These are the natural (NBO) partial charges, in e, on atoms 1 to 6: number 1, C, carries 0.517; number 2, C, carries -0.543; number 3, O, carries -0.496; number 4, Br, carries -0.092; number 5, H, carries 0.220; number 6, H, carries 0.188

---

Stability check: which of them is least stable? 2.